1.
One molecule with the formula C4H6Cl3O2P in a non-equilibrium geometry. Source: OMol25; level of theory: ωB97M-V with the def2-TZVPD basis set.

XYZ file:
```
16
C4H6Cl3O2P (ωB97M-V with the def2-TZVPD basis set)
C 0.08 -0.89 1.72
C 1.19 0.40 -1.35
C -0.79 0.01 2.53
C -0.84 0.78 -2.49
O 2.25 -1.63 0.28
O 0.12 1.10 -1.45
P 1.43 -0.42 0.57
Cl 1.42 -0.99 -2.42
Cl 2.34 0.96 1.51
Cl -0.68 -2.30 1.29
H -1.73 -0.58 2.91
H -1.22 0.86 1.86
H -0.19 0.50 3.30
H -0.71 1.45 -3.45
H -1.78 0.97 -1.97
H -0.87 -0.25 -2.84
```

LUMO energy (alpha / beta) = -0.703 / -1.163 eV
Orbital gap (alpha / beta) = 7.90 / 6.82 eV
Total charge = 0

2.
One molecule with the formula C4H6ClF in a non-equilibrium geometry. Source: OMol25; level of theory: ωB97M-V with the def2-TZVPD basis set.

XYZ file:
```
12
C4H6ClF (ωB97M-V with the def2-TZVPD basis set)
C 2.07 -1.19 0.07
C 1.57 -0.01 -0.31
C 0.53 0.82 0.47
F 0.07 1.69 -0.52
C -0.78 0.12 0.95
Cl -1.54 -0.73 -0.34
H 2.62 -1.85 -0.63
H 1.87 -1.58 1.09
H 1.76 0.24 -1.32
H 0.85 1.41 1.29
H -1.32 1.04 1.26
H -0.55 -0.62 1.77
```

SMILES string = C=C[C@@H](F)CCl
LUMO energy = 0.966 eV
Orbital gap = 11.12 eV
Total charge = 0

3.
One molecule with the formula C4H6ClFN2. Source: OMol25; level of theory: ωB97M-V with the def2-TZVPD basis set.

XYZ file:
```
14
C4H6ClFN2 (ωB97M-V with the def2-TZVPD basis set)
C 2.48 0.95 0.21
N 1.79 0.13 -0.45
N 0.53 0.56 -0.80
C -0.44 -0.11 -0.31
C -0.32 -1.27 0.63
C -1.83 0.29 -0.75
F -1.80 1.31 -1.62
Cl -2.77 0.81 0.69
H 2.10 1.92 0.54
H 3.49 0.68 0.44
H 0.57 -1.85 0.37
H -1.22 -1.94 0.60
H -0.19 -0.94 1.65
H -2.38 -0.53 -1.21
```

SMILES string = C=N/N=C(\C)[C@H](F)Cl
LUMO energy = 0.768 eV
Orbital gap = 10.58 eV
Total charge = 0

4.
One molecule with the formula C4H6ClFN2 in a non-equilibrium geometry. Source: OMol25; level of theory: ωB97M-V with the def2-TZVPD basis set.

XYZ file:
```
14
C4H6ClFN2 (ωB97M-V with the def2-TZVPD basis set)
C -1.17 1.31 0.39
N -1.66 0.02 -0.11
C -0.99 -1.18 -0.24
N 0.27 -1.44 -0.35
C 1.16 -0.39 -0.41
C 2.44 -0.55 -0.05
F 2.90 -1.64 0.60
Cl 3.70 0.68 -0.19
H -0.91 1.87 -0.51
H -2.01 1.75 0.88
H -0.33 1.20 1.11
H -2.66 -0.11 0.12
H -1.64 -2.05 -0.32
H 0.90 0.53 -0.94
```

SMILES string = CN/C=N\C=C(/F)Cl
LUMO energy = 0.611 eV
Orbital gap = 8.77 eV
Total charge = 0

5.
One molecule with the formula C4H6ClFO in a non-equilibrium geometry. Source: OMol25; level of theory: ωB97M-V with the def2-TZVPD basis set.

XYZ file:
```
13
C4H6ClFO (ωB97M-V with the def2-TZVPD basis set)
O -2.38 0.29 -0.33
C -1.05 -0.16 -0.74
C 0.07 0.36 0.09
F 0.01 1.75 0.25
C 0.56 -0.29 1.19
C 1.48 -0.33 -0.06
Cl 3.01 0.47 -0.43
H -2.36 1.31 -0.30
H -1.08 -1.23 -0.79
H -0.96 0.13 -1.84
H 1.04 0.30 2.03
H 0.25 -1.35 1.49
H 1.41 -1.26 -0.55
```

SMILES string = OC[C@@]1(F)C[C@@H]1Cl
LUMO energy = 0.742 eV
Orbital gap = 10.59 eV
Total charge = 0

6.
A 2-piece molecular cluster, C4H6ClN overall in a non-equilibrium geometry. Source: OMol25; level of theory: ωB97M-V with the def2-TZVPD basis set.

XYZ file:
```
12
C4H6ClN (ωB97M-V with the def2-TZVPD basis set)
C -0.15 -1.41 -0.96
C -1.57 0.95 0.57
C 1.62 0.13 -0.23
C 0.57 -0.84 0.02
N -0.82 -1.79 -1.83
Cl 0.64 -1.54 1.59
H -1.41 1.98 0.84
H -2.21 0.80 -0.29
H -2.10 0.34 1.34
H 1.48 0.93 0.44
H 1.30 0.62 -1.30
H 2.66 -0.17 -0.20
```

LUMO energy (alpha / beta) = -1.223 / -0.466 eV
Orbital gap (alpha / beta) = 8.52 / 8.40 eV
Total charge = 0

no.,electronic energy (eV)
1,-55193.0061
2,-19483.9490
3,-22463.8120
4,-22463.9767
5,-21530.6265
6,-18253.3786